This record from the Open Molecules 2025 dataset describes a 2-piece molecular cluster, C7H13N2OS overall. The level of theory is wB97M-V/def2-TZVPD.

The LUMO energy (spin up / spin down) is -5.970 / -5.951 eV. As for the strongest force on any atom: 0.0931 hartree/bohr. The orbital gap (spin up / spin down) is 0.2233 / 0.2223 hartree. Its molar mass is 173.26 g/mol. Its calculated total energy is -856.82351 hartree. The charge is +1.

Positions of all 24 atoms, in Å:
1 C -0.1912 0.1018 0.2576
2 C -0.2241 -2.6202 -2.9387
3 C 2.1960 0.0353 -0.6329
4 C 0.3322 1.5191 -1.6257
5 C -1.9253 -0.7796 1.7013
6 C -0.4335 0.9904 2.4640
7 C 0.9335 0.8883 -0.2927
8 N -1.4204 -2.0010 -0.9107
9 N -0.7397 0.0513 1.4400
10 O -0.8389 -2.2555 -1.9935
11 S 0.4150 -3.0565 -4.2771
12 H 2.0416 -0.8251 -1.3391
13 H 2.7229 -0.2878 0.4002
14 H 2.7982 0.6383 -1.2061
15 H -0.1088 0.6711 -2.1245
16 H 1.0939 2.0969 -2.1925
17 H -0.4448 2.2190 -1.4755
18 H -1.5964 -1.7907 1.7720
19 H -2.2005 -0.5378 2.8323
20 H -2.7322 -0.6124 1.0242
21 H -0.3422 2.0681 2.2599
22 H -1.0170 1.0561 3.4158
23 H 0.4793 0.7767 3.0267
24 H 1.2024 1.6540 0.4151


This record from the Open Molecules 2025 dataset describes a 2-piece molecular cluster, C4H14N2O overall. The level of theory is wB97M-V/def2-TZVPD.

The LUMO energy is 0.845 eV. As for the strongest force on any atom: 0.0693 hartree/bohr. The orbital gap is 0.3492 hartree. Its molar mass is 106.17 g/mol. Its calculated total energy is -345.47730 hartree. The structure (SMILES) is CCCNCN.O.

Positions of all 21 atoms, in Å:
1 C -0.5605 1.6969 -1.1255
2 C 0.9516 1.6810 -0.7407
3 C 1.4032 0.4570 0.0009
4 N 0.6154 -0.7957 -0.1218
5 C 0.8887 -1.8368 0.8829
6 N 0.1706 -1.5846 2.0663
7 H -1.0475 1.2560 -0.2451
8 H -0.5254 1.0489 -2.0726
9 H -1.1756 2.5963 -1.3773
10 H 1.5098 1.6110 -1.6854
11 H 1.0636 2.7186 -0.3182
12 H 1.5769 0.6412 1.0639
13 H 2.3932 0.1898 -0.4565
14 H -0.3613 -0.6433 -0.0915
15 H 0.6774 -2.7571 0.2789
16 H 1.9823 -1.9617 1.1533
17 H -0.6315 -2.1827 2.1397
18 H 0.5931 -1.5655 3.0020
19 O -3.5430 -0.3579 -0.9707
20 H -2.7494 -0.7394 -0.7237
21 H -3.2313 0.5279 -0.6587


This record from the Open Molecules 2025 dataset describes C2H2N2O in the gas phase. The level of theory is wB97M-V/def2-TZVPD.

The LUMO energy is 0.881 eV. As for the strongest force on any atom: 0.0407 hartree/bohr. The orbital gap is 0.4241 hartree. Its molar mass is 70.05 g/mol. Its calculated total energy is -262.08846 hartree. The structure (SMILES) is c1conn1.

Positions of all 7 atoms, in Å:
1 C -0.5856 0.9741 -0.0143
2 C -1.0739 -0.2609 -0.0376
3 O -0.0643 -1.1260 0.0172
4 N 1.1387 -0.3617 -0.0176
5 N 0.8123 0.8467 0.0219
6 H -1.0450 1.9021 0.0355
7 H -2.1400 -0.5694 0.1079


This record from the Open Molecules 2025 dataset describes a 3-piece molecular cluster, C8H19NO overall. The level of theory is wB97M-V/def2-TZVPD.

The LUMO energy is 0.741 eV. As for the strongest force on any atom: 0.1286 hartree/bohr. The orbital gap is 0.2806 hartree. Its molar mass is 145.25 g/mol. Its calculated total energy is -446.07958 hartree.

Positions of all 29 atoms, in Å:
1 C -0.7337 0.9341 0.5542
2 C 1.0441 -0.2797 0.3218
3 C -1.2947 0.2943 -0.6134
4 C 0.8875 -1.4378 1.2950
5 C 1.5903 -0.8035 -0.9958
6 C 2.0245 0.7329 0.8986
7 C -0.8420 0.7523 -1.9846
8 C -1.8732 -1.0994 -0.5663
9 N -1.1869 0.6598 1.8250
10 O -0.4996 2.2628 0.4527
11 H 0.0816 2.6673 -0.1986
12 H -2.4906 1.0949 -0.3916
13 H -1.5277 -0.2672 2.0128
14 H -1.6525 1.4123 2.3084
15 H 1.8408 -1.9719 1.4155
16 H 0.6096 -1.0919 2.2908
17 H 0.1504 -2.1708 0.9652
18 H 2.5664 -1.2857 -0.8382
19 H 1.7715 -0.0053 -1.7147
20 H 0.9698 -1.5924 -1.4244
21 H 2.2307 1.5404 0.1933
22 H 2.9911 0.2570 1.1179
23 H 1.6508 1.1673 1.8263
24 H -1.6916 1.1618 -2.5343
25 H -0.0513 1.4990 -1.9466
26 H -0.4532 -0.0835 -2.5603
27 H -2.3399 -1.3212 0.3929
28 H -1.1148 -1.8501 -0.7813
29 H -2.6572 -1.1758 -1.3202


This record from the Open Molecules 2025 dataset describes a 2-piece molecular cluster, CH4N4OS overall. The level of theory is wB97M-V/def2-TZVPD.

The LUMO energy is -0.694 eV. As for the strongest force on any atom: 0.0616 hartree/bohr. The orbital gap is 0.3453 hartree. Its molar mass is 120.14 g/mol. Its calculated total energy is -732.83957 hartree.

Positions of all 11 atoms, in Å:
1 C -1.5326 -0.3932 -1.1732
2 N 1.9216 1.3311 1.3195
3 N 1.5582 1.4195 2.3588
4 N 2.5658 1.5127 0.3184
5 N -1.8525 -0.8419 0.2215
6 O 0.5377 -1.5995 0.6586
7 S -0.8112 -1.4746 1.1896
8 H -2.4933 -0.5790 -1.6244
9 H -1.4801 0.7083 -1.3747
10 H -0.7115 -0.8946 -1.5547
11 H 2.2979 0.8111 -0.3394


This record from the Open Molecules 2025 dataset describes C5H10O in the gas phase. The level of theory is wB97M-V/def2-TZVPD.

The LUMO energy is 1.033 eV. As for the strongest force on any atom: 0.0442 hartree/bohr. The orbital gap is 0.3853 hartree. Its molar mass is 86.13 g/mol. Its calculated total energy is -271.62662 hartree. The structure (SMILES) is CC(C)[C@H]1CO1.

Positions of all 16 atoms, in Å:
1 C -0.4377 1.2402 -1.2251
2 C -0.2107 0.2192 -0.1323
3 C -1.3547 -0.7723 0.0443
4 C 1.1995 -0.3597 -0.0823
5 C 1.3702 -0.6213 1.3322
6 O 1.7705 -1.5959 0.3637
7 H 0.4386 1.8949 -1.3101
8 H -1.2859 1.8590 -0.9164
9 H -0.6491 0.7951 -2.2000
10 H -0.0907 0.8571 0.7966
11 H -2.1511 -0.3008 0.6257
12 H -1.0483 -1.6891 0.5626
13 H -1.7683 -1.0668 -0.9258
14 H 1.9699 0.2309 -0.5887
15 H 1.7558 0.3054 1.7982
16 H 0.4921 -0.9958 1.8575